Formula: C2H5O2S
Source: OMol25
Level of theory: ωB97M-V/def2-TZVPD

Its total charge is -1. As for the HOMO energy: -4.216 eV. The energy comes out at -627.92444 a.u.

Cartesian coordinates (Å):
1 C 1.00029 0.36901 -1.12187
2 S 1.95269 -0.47314 0.14551
3 H 0.29227 -0.31828 -1.57220
4 H 0.52937 1.30502 -0.83431
5 H 1.71052 0.68602 -1.90191
6 O -0.94241 -1.27978 0.98342
7 C -1.53847 -0.18084 1.08800
8 O -1.13628 0.98767 1.23630
9 H -2.66481 -0.24903 1.16784
10 H 0.79682 -0.84664 0.80922

Formula: C2H6S
Source: OMol25
Level of theory: ωB97M-V/def2-TZVPD

As for the HOMO energy: -8.506 eV. The SMILES is CSC. The energy comes out at -477.97346 a.u.

Cartesian coordinates (Å):
1 C 0.57862 -0.89499 0.85395
2 S -1.07219 -0.38586 0.33471
3 C -0.62240 0.92440 -0.80619
4 H 0.99332 -0.18258 1.55753
5 H 1.19136 -1.04416 -0.03767
6 H 0.52170 -1.88229 1.32084
7 H -1.50513 1.12135 -1.41268
8 H -0.20917 1.77937 -0.28422
9 H 0.12389 0.56476 -1.52627

Formula: C3H6O
Source: OMol25
Level of theory: ωB97M-V/def2-TZVPD

As for the HOMO energy: -9.175 eV. The energy comes out at -193.03058 a.u.

Cartesian coordinates (Å):
1 C 0.16394 0.88197 0.56942
2 C 1.05568 -0.07357 -0.01848
3 O 1.58182 -1.01265 0.55927
4 C -0.86302 -0.52992 -0.29735
5 H 0.37995 1.13155 1.63339
6 H 1.13609 0.15602 -1.09447
7 H -0.18458 1.76229 0.02833
8 H -0.41789 -1.37165 -0.88491
9 H -1.40922 -0.99612 0.50746
10 H -1.44276 0.05209 -1.00266

Formula: H4S2
Source: OMol25
Level of theory: ωB97M-V/def2-TZVPD

As for the HOMO energy: -9.524 eV. The SMILES is S.S. The energy comes out at -798.74672 a.u.

Cartesian coordinates (Å):
1 S 3.06841 5.55674 11.66183
2 H 2.38633 4.39929 11.57935
3 H 2.95807 5.77616 10.33843
4 S 5.64812 6.36251 14.19422
5 H 4.40662 5.84343 14.16328
6 H 5.17687 7.61494 14.33931

Record order is preserved below.
Orbital gap: 0.29193 0.35557 0.36206 0.37839 Eh
Record order is preserved below.
ΔE to the lowest compared entry with this formula, charge and spin: 0.446 0.073 3.065 0.073 eV